(1)
# C3H6NOP

An isolated molecule of C3H6NOP in a non-equilibrium geometry (ωB97M-V with the def2-TZVPD basis set, the OMol25 dataset).

Output
- Relative energy (zero: lowest compared OMol25 entry of this formula, charge and spin): 121.2 kJ/mol
- DFT total energy: -589.200028 hartree
- E_LUMO: 0.48 eV
- Molecular weight: 103.06 g mol⁻¹
- Highest occupied orbital energy: -10.071 eV

Each line ends with the natural charge from an NBO analysis.
Geometry (Å):
C1 0.643 1.090 0.233  -0.684
C2 -0.581 0.170 0.449  -0.064
O1 -1.012 -0.439 -0.725  -0.777
P1 -0.059 -1.030 -1.911  0.901
C3 -0.149 -2.771 -1.645  -0.121
N1 -0.102 -3.837 -1.203  -0.272
H1 1.456 0.496 -0.063  0.211
H2 0.461 1.894 -0.601  0.213
H3 1.202 1.765 0.891  0.249
H4 -1.442 0.805 0.794  0.192
H5 -0.476 -0.543 1.389  0.185
H6 -1.193 -1.106 -2.752  -0.033

(2)
# C3H11N3O

A cluster of 2 separate species, C3H11N3O in total in a non-equilibrium geometry (ωB97M-V with the def2-TZVPD basis set, the OMol25 dataset).

Output
- Relative energy (zero: lowest compared OMol25 entry of this formula, charge and spin): 377.7 kJ/mol
- DFT total energy: -360.293557 hartree
- E_LUMO: 0.02 eV
- Molecular weight: 105.14 g mol⁻¹
- Highest occupied orbital energy: -9.269 eV

Each line ends with the natural charge from an NBO analysis.
Geometry (Å):
H1 -0.607 1.684 0.738  0.360
N1 -0.515 0.958 1.453  -0.423
C1 0.478 0.148 1.168  -0.117
C2 1.624 0.564 0.234  0.053
N2 2.415 -0.575 -0.245  -0.846
N3 1.073 1.359 -0.840  -0.850
H2 0.808 -0.474 2.004  0.196
H3 2.322 1.203 0.794  0.193
H4 2.938 -1.001 0.513  0.359
H5 1.810 -1.278 -0.655  0.351
H6 1.787 1.579 -1.522  0.374
H7 0.329 0.849 -1.310  0.374
C3 -2.807 -0.892 -0.527  -0.236
O1 -1.570 -0.305 -0.227  -0.772
H8 -2.706 -1.666 -1.298  0.159
H9 -3.316 -1.305 0.351  0.163
H10 -3.449 -0.117 -0.955  0.185
H11 -0.614 -0.729 0.324  0.479

(3)
# C4H28O10

A cluster of 10 separate species, C4H28O10 in total in a non-equilibrium geometry (ωB97M-V with the def2-TZVPD basis set, the OMol25 dataset).

Output
- Relative energy (zero: lowest compared OMol25 entry of this formula, charge and spin): 160.0 kJ/mol
- DFT total energy: -921.175368 hartree
- E_LUMO (spin up / spin down): -3.16 / -9.66 eV
- Molecular weight: 236.26 g mol⁻¹
- Highest occupied orbital energy (spin up / spin down): -12.638 / -12.556 eV
- 2S+1: 2
- Total charge: +1

Each line ends with the natural charge from an NBO analysis.
Geometry (Å):
C1 -3.124 2.549 1.624  -0.642
C2 -3.551 2.278 3.035  -0.066
O1 -4.630 1.359 3.230  -0.719
H1 -3.950 3.027 1.097  0.229
H2 -2.964 1.628 1.063  0.176
H3 -2.197 3.122 1.600  0.212
H4 -3.881 3.235 3.440  0.177
H5 -2.747 1.941 3.689  0.166
H6 -4.345 0.623 3.777  0.481
C3 0.003 -1.566 -1.146  -0.638
C4 -0.886 -0.368 -0.810  -0.113
O2 -0.130 0.596 -0.017  -0.210
H7 0.333 -2.117 -0.266  0.237
H8 0.917 -1.408 -1.719  0.268
H9 -0.493 -2.275 -1.808  0.285
H10 -1.810 -0.677 -0.321  0.262
H11 -1.067 0.171 -1.740  0.296
H12 0.547 0.950 -0.599  0.540
O3 0.680 -2.405 -4.436  -0.953
H13 0.780 -2.847 -3.593  0.471
H14 1.067 -3.009 -5.070  0.477
O4 0.069 3.718 0.340  -0.936
H15 -0.240 4.563 0.012  0.489
H16 -0.592 3.091 0.046  0.458
O5 -1.247 -0.698 2.619  -0.924
H17 -1.200 0.172 2.223  0.453
H18 -0.342 -1.009 2.625  0.470
O6 2.105 -3.953 -2.702  -0.960
H19 2.805 -4.053 -2.056  0.484
H20 1.876 -4.849 -2.948  0.486
O7 0.931 2.155 -2.089  -0.983
H21 0.848 2.502 -2.977  0.505
H22 0.893 2.928 -1.525  0.498
O8 3.516 -1.597 -0.322  -0.951
H23 4.415 -1.565 0.003  0.498
H24 3.115 -2.327 0.151  0.466
O9 1.062 -2.300 2.438  -0.911
H25 1.374 -1.398 2.370  0.462
H26 1.466 -2.750 1.696  0.465
O10 3.550 1.094 -0.619  -0.947
H27 3.857 1.262 0.272  0.466
H28 3.189 0.208 -0.586  0.475

(4)
# C4H11N3O

An isolated molecule of C4H11N3O (ωB97M-V with the def2-TZVPD basis set, the OMol25 dataset).

Output
- Relative energy (zero: lowest compared OMol25 entry of this formula, charge and spin): 359.0 kJ/mol
- DFT total energy: -398.417434 hartree
- E_LUMO (spin up / spin down): 0.47 / 0.47 eV
- Molecular weight: 117.15 g mol⁻¹
- Highest occupied orbital energy (spin up / spin down): -6.657 / -6.658 eV

Each line ends with the natural charge from an NBO analysis.
Geometry (Å):
C1 1.476 1.657 0.723  -0.425
C2 1.116 -0.569 0.017  0.380
O1 1.502 -1.503 -0.985  -0.751
N1 1.472 0.730 -0.379  -0.740
H1 2.088 -0.975 -1.547  0.491
H2 1.477 -0.940 0.995  0.121
H3 2.227 1.401 1.494  0.160
H4 0.507 1.723 1.266  0.129
H5 1.718 2.658 0.360  0.191
C3 -1.186 -1.609 0.695  -0.413
N2 -2.008 0.800 -0.894  -0.759
C4 -0.789 0.250 -0.903  0.409
N3 -0.385 -0.537 0.111  -0.456
H6 -2.505 0.930 -0.026  0.401
H7 -2.337 1.312 -1.694  0.409
H8 -0.220 0.332 -1.813  0.237
H9 -0.755 -1.865 1.663  0.217
H10 -1.182 -2.502 0.061  0.203
H11 -2.217 -1.292 0.856  0.196

(5)
# C5H13N

The ion C5H13N with charge -1 in a non-equilibrium geometry (ωB97M-V with the def2-TZVPD basis set, the OMol25 dataset).

Output
- Relative energy (zero: lowest compared OMol25 entry of this formula, charge and spin): 112.4 kJ/mol
- DFT total energy: -252.958707 hartree
- E_LUMO (spin up / spin down): 4.25 / 4.20 eV
- Molecular weight: 87.17 g mol⁻¹
- Highest occupied orbital energy (spin up / spin down): 1.496 / -5.953 eV
- 2S+1: 2
- Total charge: -1

Each line ends with the natural charge from an NBO analysis.
Geometry (Å):
C1 1.801 1.589 1.192  -0.676
C2 0.891 1.873 0.001  -0.472
C3 0.386 0.537 -0.651  -0.738
C4 -0.226 -0.544 0.412  -0.547
C5 -1.490 -1.217 0.033  -0.357
N1 -1.485 -2.324 -0.981  -0.891
H1 2.211 2.499 1.644  0.191
H2 2.586 1.102 0.689  0.197
H3 1.461 0.800 1.799  0.205
H4 0.044 2.598 0.277  0.170
H5 1.405 2.468 -0.691  0.190
H6 1.089 0.057 -1.250  0.184
H7 -0.430 0.775 -1.350  0.181
H8 -0.535 0.154 1.190  0.181
H9 0.574 -1.143 0.800  0.190
H10 -2.172 -0.422 -0.275  0.176
H11 -1.988 -1.619 0.896  0.167
H12 -0.590 -2.763 -0.955  0.335
H13 -1.430 -1.674 -1.838  0.313

(6)
# C18H25N3O4

A structure of composition C18H25N3O4 in a non-equilibrium geometry (ωB97M-V with the def2-TZVPD basis set, the OMol25 dataset).

Output
- Relative energy (zero: lowest compared OMol25 entry of this formula, charge and spin): 1997.7 kJ/mol
- DFT total energy: -1165.456343 hartree
- E_LUMO: 0.43 eV
- Molecular weight: 347.41 g mol⁻¹
- Highest occupied orbital energy: -8.308 eV

Each line ends with the natural charge from an NBO analysis.
Geometry (Å):
O1 1.699 -3.680 -1.632  -0.641
C1 0.881 -2.647 -1.918  0.588
N1 -0.465 -2.564 -1.447  -0.597
H1 -0.876 -1.785 -1.710  0.414
C2 -1.036 -3.660 -0.811  -0.200
H2 -0.773 -4.716 -1.060  0.231
C3 -0.024 -3.697 0.718  -0.160
N2 -0.188 -2.325 1.238  -0.475
C4 0.901 -2.261 2.242  -0.240
C5 1.193 -0.691 2.590  -0.059
O2 -0.041 -0.220 3.352  -0.558
C6 -1.153 -0.394 2.280  0.022
C7 -1.328 -1.721 1.610  -0.173
H3 -2.083 -1.727 1.162  0.181
H4 -1.735 -2.328 2.644  0.081
H5 -1.784 0.107 2.726  0.166
H6 -0.690 0.354 1.193  0.095
H7 2.047 -0.656 3.402  0.186
H8 1.393 -0.074 1.816  0.166
H9 2.005 -2.596 1.908  0.210
H10 0.677 -2.835 3.125  0.194
H11 0.881 -4.145 0.762  0.211
H12 -0.770 -4.280 1.608  0.119
H13 -1.873 -3.463 -0.366  0.188
C8 1.095 -1.622 -2.620  -0.476
H14 2.292 -1.764 -3.151  0.223
H15 0.715 -1.312 -3.622  0.296
C9 1.505 -0.343 -1.626  -0.516
C10 0.450 0.358 -1.512  0.671
O3 -0.670 0.101 -1.999  -0.652
N3 0.344 1.555 -0.701  -0.432
C11 -0.744 2.412 -0.679  0.079
C12 -1.967 2.079 -0.445  -0.209
C13 -2.947 2.936 -0.404  -0.216
C14 -2.655 4.279 -0.229  -0.149
C15 -1.434 4.786 -0.083  -0.260
C16 -0.518 3.830 -0.566  0.339
O4 1.140 4.396 -0.474  -0.533
C17 1.920 3.427 -0.887  -0.045
C18 1.727 1.995 -0.097  -0.254
H16 1.716 2.364 0.806  0.199
H17 2.722 1.326 -0.256  0.227
H18 2.009 3.212 -2.048  0.129
H19 2.946 3.848 -0.722  0.180
H20 -1.197 5.668 -0.170  0.210
H21 -3.488 5.179 -0.075  0.207
H22 -3.929 2.702 -0.282  0.218
H23 -2.127 1.136 -0.699  0.240
H24 2.206 0.298 -2.178  0.273
H25 2.033 -0.843 -0.714  0.299

(7)
# C29H60F6N7O12

A cluster of 10 separate species, C29H60F6N7O12 in total in a non-equilibrium geometry (ωB97M-V with the def2-TZVPD basis set, the OMol25 dataset).

Output
- DFT total energy: -3026.544751 hartree
- E_LUMO: 1.98 eV
- Molecular weight: 812.82 g mol⁻¹
- Highest occupied orbital energy: -6.852 eV
- Total charge: -1

Each line ends with the Mulliken charge.
Geometry (Å):
O1 13.829 12.057 10.892  0.681
H1 13.270 12.780 10.548  -0.465
C1 16.674 10.591 11.422  -0.583
C2 17.094 11.554 10.292  0.954
O2 18.251 11.650 10.007  -0.771
N1 16.180 12.124 9.605  0.941
C3 16.323 12.833 8.365  -1.067
H2 17.462 10.563 12.175  0.317
H3 16.398 9.604 11.052  0.341
H4 15.786 11.013 11.893  -0.233
H5 15.266 12.052 10.030  -0.931
H6 17.157 12.343 7.861  0.527
H7 16.652 13.851 8.575  0.160
H8 15.411 12.766 7.772  0.169
C4 10.564 12.782 9.733  -0.374
C5 10.623 13.569 11.066  0.796
O3 9.593 14.078 11.475  -0.770
N2 11.768 13.627 11.743  1.204
C6 11.963 14.236 13.083  -0.736
H9 10.989 11.813 9.997  -0.017
H10 11.253 13.239 9.024  -0.205
H11 9.555 12.596 9.364  0.490
H12 12.505 12.993 11.469  -1.349
H13 12.219 13.442 13.785  0.166
H14 11.062 14.725 13.454  0.435
H15 12.814 14.916 13.063  0.003
C7 12.759 10.746 7.845  -0.334
C8 12.993 9.470 8.655  0.631
O4 12.626 8.390 8.188  -0.762
N3 13.487 9.564 9.887  0.396
C9 13.509 8.391 10.829  -1.068
H16 11.831 11.298 7.994  0.056
H17 12.784 10.549 6.774  0.462
H18 13.532 11.485 8.052  -0.195
H19 13.459 10.499 10.268  -0.403
H20 12.580 7.874 11.068  0.326
H21 13.824 8.749 11.810  0.337
H22 14.178 7.574 10.559  0.369
C10 10.037 16.671 8.545  -0.305
C11 9.710 15.974 7.220  0.486
O5 10.178 14.897 6.884  -0.630
N4 8.851 16.488 6.311  -0.223
C12 8.060 17.727 6.387  -0.976
H23 9.372 17.472 8.866  0.453
H24 10.987 17.179 8.380  0.131
H25 10.164 15.888 9.293  -0.138
H26 8.642 15.874 5.537  0.298
H27 7.245 17.598 5.675  0.363
H28 8.658 18.545 5.987  0.293
H29 7.534 17.911 7.324  0.290
C13 14.300 15.244 10.106  0.817
C14 15.234 15.248 11.270  0.291
O6 15.944 16.195 11.576  -1.097
N5 15.256 14.157 12.074  1.735
C15 16.070 14.004 13.260  -1.325
H30 14.432 16.153 9.520  0.509
H31 13.292 15.197 10.517  -0.379
H32 14.498 14.457 9.377  -0.669
H33 14.700 13.371 11.768  -0.986
H34 16.907 14.698 13.345  0.280
H35 16.548 13.025 13.213  0.355
H36 15.493 13.991 14.184  0.337
C16 14.479 11.080 14.423  -0.405
C17 13.120 10.441 14.183  0.792
O7 12.621 9.720 15.056  -0.770
N6 12.554 10.738 13.034  0.728
C18 11.191 10.273 12.603  -1.030
H37 15.297 10.387 14.619  0.360
H38 14.390 11.661 15.341  0.290
H39 14.742 11.772 13.623  -0.369
H40 13.052 11.260 12.327  -1.059
H41 10.522 11.131 12.673  0.328
H42 10.781 9.378 13.071  0.342
H43 11.276 9.982 11.556  0.236
C19 20.962 16.966 10.119  -1.280
C20 19.607 17.176 10.729  0.731
O8 19.276 18.285 11.053  -0.676
N7 18.798 16.131 10.893  0.456
C21 19.231 14.778 10.706  -1.024
H44 21.411 17.882 9.735  0.353
H45 20.830 16.366 9.219  0.348
H46 21.736 16.584 10.784  0.337
H47 17.864 16.239 11.261  0.078
H48 19.925 14.570 11.520  0.383
H49 19.646 14.549 9.724  0.292
H50 18.338 14.156 10.774  0.092
C22 12.719 17.767 12.507  -0.502
C23 12.034 19.079 12.055  -0.516
O9 12.654 20.171 12.798  -0.310
C24 12.170 20.429 14.048  0.434
O10 11.284 19.869 14.679  -0.520
C25 12.712 21.814 14.580  0.810
F1 13.736 22.246 13.841  -0.243
F2 11.745 22.723 14.692  -0.253
F3 13.174 21.727 15.809  -0.264
H51 12.282 17.422 13.444  0.408
H52 13.798 17.845 12.642  0.433
H53 12.391 16.982 11.825  -0.102
H54 10.959 19.067 12.240  0.324
H55 12.215 19.118 10.981  0.324
C26 17.603 18.285 7.593  -1.564
C27 16.920 17.016 8.036  0.613
O11 15.628 17.005 7.394  -0.344
C28 15.243 15.841 6.765  0.427
O12 16.049 14.997 6.420  -0.569
C29 13.703 15.683 6.548  0.967
F4 13.425 15.758 5.270  -0.298
F5 13.261 14.502 6.966  -0.216
F6 12.983 16.674 7.117  -0.266
H56 18.003 18.161 6.587  0.396
H57 18.385 18.569 8.297  0.337
H58 16.893 19.110 7.653  0.341
H59 16.736 17.173 9.099  -0.059
H60 17.597 16.174 7.893  0.272

(8)
# C3H5NOS

An isolated molecule of C3H5NOS in a non-equilibrium geometry (ωB97M-V with the def2-TZVPD basis set, the OMol25 dataset).

Output
- Relative energy (zero: lowest compared OMol25 entry of this formula, charge and spin): 92.7 kJ/mol
- DFT total energy: -645.476376 hartree
- E_LUMO: 0.63 eV
- Molecular weight: 103.15 g mol⁻¹
- Highest occupied orbital energy: -8.470 eV

Each line ends with the natural charge from an NBO analysis.
Geometry (Å):
S1 1.607 0.500 -1.213  -0.212
C1 0.248 0.060 -0.293  0.415
N1 0.167 -1.069 0.481  -0.612
C2 -0.869 -0.821 1.435  -0.252
C3 -1.779 0.104 0.683  -0.084
O1 -0.866 0.766 -0.184  -0.460
H1 1.041 -1.337 0.913  0.415
H2 -1.468 -1.597 1.926  0.222
H3 -0.349 -0.246 2.299  0.175
H4 -2.517 -0.390 0.129  0.188
H5 -2.253 0.865 1.301  0.206